No. 1
# C11H17N4

A gas-phase ion, C11H17N4 (charge +1) (wB97M-V/def2-TZVPD, the Open Molecules 2025 dataset).

Each line ends with the Löwdin charge.
Atoms and positions in Å:
N -3.295124 -0.248453 -0.584311  0.142
N 0.222428 -1.852152 0.428247  0.143
N -1.860187 -1.954838 -0.589258  0.186
N -2.952071 1.824207 0.409293  0.107
C 0.259004 -0.347117 0.458242  -0.239
C 1.530055 1.886046 -0.238890  0.016
C 2.621596 -0.326992 -0.169004  -0.056
C -1.118547 0.236062 0.307792  -0.095
C -1.737359 1.442638 0.805482  -0.027
C -3.670614 1.011351 -0.390177  -0.136
C 1.322658 0.407035 -0.524444  -0.471
C 0.639457 -0.012438 2.247939  0.078
C -2.024811 -0.569766 -0.322020  -0.252
C -0.773601 -2.539182 -0.108761  -0.011
C 0.886536 0.075043 -1.962947  -0.001
H -1.144657 1.976836 1.460520  0.085
H 1.394004 0.794109 -2.500673  0.071
H 2.072386 1.997341 0.590605  0.052
H 1.075748 -0.905837 -2.184929  0.067
H 2.642066 -1.452660 0.037578  0.115
H 0.512184 2.347800 -0.204629  0.114
H 3.204204 0.087897 0.608316  0.066
H 0.347224 1.060535 2.417588  0.072
H 1.764717 -0.122751 2.269357  0.076
H -4.618989 1.502420 -0.719467  0.142
H -2.781206 -2.211582 -0.896164  0.167
H 0.020362 -0.812180 2.667660  0.069
H 3.268404 -0.085656 -0.965504  0.081
H -0.083463 0.355457 -2.271571  0.082
H 1.994078 2.228450 -1.049920  0.055
H -0.631692 -3.583077 -0.081690  0.156
H 0.915203 -2.208559 1.055754  0.147

Cartesian forces (eV/Å) of the 3 atoms listed first:
-0.492 0.765 -1.251
-1.257 2.545 -1.171
2.054 1.665 0.768

Computed properties:
SMILES string: CC(C)(C)[C@]1(C)[NH+]=CNc2ncncc21
Net charge: +1
Relative energy (zero: lowest compared OMol25 entry of this formula, charge and spin) in kcal/mol: 89.52
DFT total energy in Eh: -648.05075
Highest occupied orbital energy in eV: -13.02
Frontier orbital gap in eV: 9.0211

=====

No. 2
# C8H11NOS

C8H11NOS in the gas phase (wB97M-V/def2-TZVPD, the Open Molecules 2025 dataset).

Each line ends with the Löwdin charge.
Atoms and positions in Å:
S 3.222112 0.656280 0.798784  0.952
O 3.524860 -0.692303 0.292930  -0.581
N -0.824387 -1.135089 -2.582003  -0.045
C -1.765532 -0.217192 0.856362  -0.114
C 1.110542 2.007440 1.787393  -0.123
C -1.094199 -1.147293 -1.406481  -0.045
C -0.355590 -1.358367 -3.733871  -0.026
C 0.740807 -0.445663 0.990156  -0.203
C 1.627403 0.738038 1.214446  -0.552
C -0.638272 -0.303641 1.548416  -0.123
C -1.936001 -0.199306 -0.638369  -0.183
H 0.687836 -0.651660 -0.086873  0.098
H -0.691981 -0.278131 2.630489  0.111
H 1.234906 -1.320880 1.432861  0.130
H 0.179364 2.295114 1.300715  0.084
H -2.689952 -0.105954 1.408315  0.099
H -2.970455 -0.468254 -0.872274  0.118
H -0.918853 -1.928557 -4.450034  0.061
H 1.837109 2.808552 1.675074  0.068
H 0.896208 1.880700 2.849256  0.089
H -1.779899 0.825134 -1.005068  0.122
H 0.603972 -0.958967 -4.010224  0.063

Cartesian forces (eV/Å) of the 3 atoms listed first:
-1.679 0.054 0.474
0.457 -0.362 -0.279
0.165 -0.342 0.440

Computed properties:
Net charge: 0
Relative energy (zero: lowest compared OMol25 entry of this formula, charge and spin) in kcal/mol: 94.66
DFT total energy in Eh: -839.46400
Highest occupied orbital energy in eV: -7.75
Frontier orbital gap in eV: 8.0519

=====

No. 3
# C5H7NO4S

C5H7NO4S in the gas phase (wB97M-V/def2-TZVPD, the Open Molecules 2025 dataset).

Each line ends with the Löwdin charge.
Atoms and positions in Å:
S -0.827215 -0.702468 -1.928776  0.703
O 3.643297 0.514993 2.532160  0.038
O -0.528936 -1.803729 -2.809182  -0.254
O -1.538499 0.383536 -2.471692  -0.253
O 0.603991 -0.133592 -1.240000  -0.229
N 2.796935 0.360146 1.705371  -0.109
C -0.365734 -0.886567 0.729388  -0.125
C 0.627033 0.262787 0.156050  -0.417
C -0.049921 1.689062 0.189095  0.011
C 1.848308 0.421435 1.040179  0.105
C -1.457161 -1.126867 -0.249161  -0.159
H -2.231875 -0.472280 -0.269005  0.065
H -0.791840 1.641571 0.960770  0.082
H -0.560704 1.744823 -0.779723  0.075
H 0.344150 -1.700343 0.807395  0.115
H -0.479897 -0.514113 1.832915  0.164
H -1.728012 -2.137003 -0.466023  0.102
H 0.696080 2.458608 0.260238  0.085

Cartesian forces (eV/Å) of the 3 atoms listed first:
2.874 -0.944 1.731
0.824 -0.359 0.084
0.040 0.715 1.272

Computed properties:
SMILES string: C[C@@]1(C#[N+][O-])CCS(=O)(=O)O1
Net charge: 0
Relative energy (zero: lowest compared OMol25 entry of this formula, charge and spin) in kcal/mol: 93.84
DFT total energy in Eh: -948.45169
Highest occupied orbital energy in eV: -10.14
Frontier orbital gap in eV: 10.5752

=====

No. 4
# C4H7N3O

C4H7N3O in the gas phase (wB97M-V/def2-TZVPD, the Open Molecules 2025 dataset).

Each line ends with the Löwdin charge.
Atoms and positions in Å:
O -0.192322 1.628418 -0.180787  -0.025
N 0.665059 0.550604 -2.135169  0.119
N -0.819077 -1.958891 1.689474  0.108
N 0.604922 -0.710345 -0.085578  0.069
C -0.310541 -1.284694 0.761153  -0.313
C 0.957271 -0.579619 1.266872  -0.099
C 0.051507 0.395739 -0.843107  -0.493
C -1.377661 0.928883 -0.594179  -0.028
H 1.668500 0.414926 -2.047896  0.085
H 1.767559 -1.217051 1.582586  0.110
H -0.344305 -1.894135 2.591791  0.051
H 0.798461 0.367980 1.757247  0.112
H -1.914171 1.316301 -1.451451  0.106
H 0.472913 1.479460 -2.500448  0.089
H -2.028114 0.562421 0.189494  0.107

Cartesian forces (eV/Å) of the 3 atoms listed first:
-0.010 -0.118 0.533
-0.206 -0.436 0.628
-4.041 -2.489 -0.412

Computed properties:
SMILES string: [H]/N=C1/CN1[C@@]1(N)CO1
Net charge: 0
Relative energy (zero: lowest compared OMol25 entry of this formula, charge and spin) in kcal/mol: 144.49
DFT total energy in Eh: -395.91815
Highest occupied orbital energy in eV: -8.05
Frontier orbital gap in eV: 8.9272

=====

Among the records above, which one has the lowest frontier orbital gap? C8H11NOS